[1]
This record from the Open Molecules 2025 dataset describes 2 unconnected molecules or ions with the total composition C3H6S2 in a non-equilibrium geometry. The level of theory is wB97M-V/def2-TZVPD.

Last columns: bonded neighbours and bond lengths (Å).
Element x y z (Å)
1 C 1.1009 -1.5525 0.2781  C2 1.198, H7 1.054
2 C 0.7959 -0.3957 0.3405  C1 1.198, C3 1.409
3 C 0.4680 0.8693 -0.1863  C2 1.409, H8 1.154, H9 1.114, H10 1.138
4 S -2.6696 -0.8204 -0.0133  S5 1.970, H6 1.350, H11 1.458
5 S -3.6663 0.8683 0.1796  S4 1.970
6 H -3.5088 -1.8463 -0.2688  S4 1.350
7 H 1.6597 -2.2701 0.8109  C1 1.054
8 H 1.4221 1.5063 -0.3095  C3 1.154
9 H 0.0485 0.5738 -1.1746  C3 1.114
10 H -0.3233 1.4644 0.3746  C3 1.138
11 H -1.9099 -0.8189 -1.2582  S4 1.458

Calculated values
Frontier orbital gap: 8.5011 eV
Spin multiplicity: 1
Total charge: 0
HOMO level: -8.40 eV
Relative energy (zero: lowest compared OMol25 entry of this formula, charge and spin): 93.04 kcal per mole
Energy: -914.12740 hartree

---

[2]
This record from the Open Molecules 2025 dataset describes 2 unconnected molecules or ions with the total composition C3H6Si in a non-equilibrium geometry. The level of theory is wB97M-V/def2-TZVPD.

Last columns: bonded neighbours and bond lengths (Å).
Element x y z (Å)
1 C -0.9949 -0.0771 -1.6253  C2 1.450, C3 1.404
2 C -0.0610 -0.9707 -2.2833  C1 1.450, C3 1.355, H4 1.117
3 C -1.1562 -1.4711 -1.6616  C1 1.404, C2 1.355, H5 1.079
4 H 0.7689 -1.2435 -2.9796  C2 1.117
5 H -1.6659 -2.3926 -1.4259  C3 1.079
6 Si 0.3574 0.9433 1.7237  H7 1.650, H8 1.482, H9 1.579, H10 1.608
7 H -0.0579 0.0836 0.3775  Si6 1.650
8 H 1.7954 1.0751 2.0561  Si6 1.482
9 H -0.3285 0.5784 3.0982  Si6 1.579
10 H 0.0088 2.3731 1.0747  Si6 1.608

Calculated values
Frontier orbital gap: 9.8292 eV
Spin multiplicity: 1
Total charge: 0
HOMO level: -8.97 eV
Relative energy (zero: lowest compared OMol25 entry of this formula, charge and spin): 92.35 kcal per mole
SMILES: C1=CC=1.[SiH4]
Energy: -407.16931 hartree

---

Question: What is the formula in the first record?
Answer: C3H6S2